No. 1
{
  "formula": "C9H13MgNO2",
  "method": "wB97M-V/def2-TZVPD",
  "de_lowest_kcal_mol": 69.58,
  "charge": -2,
  "lumo_energy_ev": [5.324, 5.412],
  "species": ["C", "C", "C", "C", "C", "Mg", "N", "C", "C", "H", "H", "H", "H", "H", "H", "H", "H", "H", "H", "C", "C", "O", "O", "H", "H", "H"],
  "positions_angstrom": [[-1.020, -2.040, 0.838], [-1.020, -1.080, 1.914], [0.324, -0.738, 2.223], [1.161, -1.480, 1.350], [0.363, -2.281, 0.505], [-0.568, 0.238, -0.324], [0.105, -2.812, -3.191], [-2.162, 1.071, -0.906], [-2.357, 1.298, 0.453], [0.641, -0.112, 3.045], [-1.920, -0.746, 2.451], [2.258, -1.504, 1.399], [0.705, -3.032, -0.199], [-1.876, -2.574, 0.456], [-3.216, 0.900, 0.969], [-2.224, 1.853, -1.676], [-0.634, -2.130, -2.907], [-1.686, 1.910, 1.081], [-2.553, 0.120, -1.357], [2.798, 2.234, -0.991], [1.564, 1.417, -0.753], [0.561, 1.994, -0.189], [1.478, 0.201, -1.113], [2.504, 3.272, -1.136], [3.349, 1.846, -1.850], [3.427, 2.175, -0.093]],
  "forces_ev_per_a": [[1.34, 0.80, 0.61], [-0.26, -0.35, -0.12], [-0.48, -0.63, -0.46], [0.10, -0.43, 0.29], [-0.70, 0.08, 0.62], [4.05, -2.32, 1.35], [-0.28, 0.04, -0.11], [-2.87, 0.24, -3.55], [-0.82, 1.07, 1.72], [0.03, 0.21, -0.09], [0.56, -0.05, -0.35], [-0.53, 0.18, -0.24], [-0.07, 0.42, -0.20], [-0.02, 0.07, -0.17], [0.02, -0.50, 0.43], [0.59, 0.06, 0.21], [0.22, -0.18, -0.03], [-0.47, 0.10, -0.53], [-0.50, 0.72, 0.52], [0.38, -0.07, 0.03], [-1.87, -1.02, 0.06], [1.30, -0.18, -0.14], [0.23, 1.62, 0.24], [0.09, 0.03, -0.05], [0.00, 0.07, 0.13], [-0.04, 0.00, -0.19]]
}

---

No. 2
{
  "formula": "C9H13N",
  "method": "wB97M-V/def2-TZVPD",
  "de_lowest_kcal_mol": 81.02,
  "charge": 0,
  "lumo_energy_ev": [-0.400, -0.996],
  "species": ["C", "C", "C", "C", "C", "C", "C", "C", "C", "N", "H", "H", "H", "H", "H", "H", "H", "H", "H", "H", "H", "H", "H"],
  "positions_angstrom": [[-0.097, 2.152, 0.862], [-0.152, -0.193, -2.183], [-0.236, 0.816, 0.175], [-1.263, -0.865, 0.842], [0.499, 0.662, -1.131], [0.249, -0.752, 1.205], [-2.051, -1.847, 1.354], [1.673, 1.255, -1.345], [1.113, -1.699, 0.708], [-1.543, 0.287, 0.250], [0.423, -0.418, 2.225], [-0.511, 2.928, 0.214], [-0.653, 2.154, 1.799], [0.942, 2.400, 1.074], [-0.391, -1.187, -1.805], [0.494, -0.301, -3.052], [-1.102, 0.250, -2.486], [-1.607, -2.727, 1.789], [-3.124, -1.721, 1.387], [2.173, 1.856, -0.600], [2.207, 1.110, -2.275], [0.995, -2.106, -0.286], [1.963, -2.054, 1.276]],
  "forces_ev_per_a": [[0.01, -0.09, 0.06], [-0.02, 0.04, 0.11], [0.96, -0.03, 0.00], [2.03, 1.16, 0.36], [-0.11, -0.04, 0.21], [-1.57, 0.25, -0.44], [-0.91, -0.29, -0.05], [-0.01, -0.12, 0.07], [0.82, -0.55, -0.09], [-1.06, -0.42, 0.01], [-0.07, 0.08, -0.01], [0.00, 0.04, 0.00], [0.01, -0.02, -0.01], [0.00, -0.02, -0.05], [0.01, -0.04, 0.03], [0.00, 0.04, -0.01], [-0.02, 0.00, -0.05], [0.06, 0.00, 0.10], [-0.06, -0.12, -0.12], [-0.05, 0.05, 0.05], [-0.07, 0.01, -0.07], [-0.12, -0.13, 0.00], [0.17, 0.19, -0.09]]
}